# 1
Here is a structure of composition C8H15NOS2 at a distorted geometry from the OMol25 dataset. Energies are from wB97M-V/def2-TZVPD.

XYZ file:
```
27
Properties=species:S:1:pos:R:3:forces:R:3:lowdin_charge:R:1
C 0.55775 0.13295 0.63963 -1.2818 -0.2911 0.5319 -0.33
C -0.86772 0.36125 0.29197 -1.2250 -0.2285 -2.5829 -0.77
C 1.54923 0.12831 -1.52179 -1.3275 2.0424 -2.4493 -0.09
C 2.37775 -1.33425 0.13874 -0.1733 -0.9767 -2.7919 -0.04
C 2.79226 1.28128 0.34248 1.4035 -4.4983 -1.0461 0.02
C -3.12903 1.87008 0.07109 3.1006 -3.7093 2.9334 -0.35
C -2.76916 -1.96020 0.22297 -2.9006 1.2537 -0.1217 -0.46
C 1.83279 0.07892 -0.04063 1.3077 0.4819 -1.6939 -0.53
N 0.21181 -0.27057 1.79992 1.1155 -0.1543 1.2384 0.20
O -1.16915 -0.01303 1.61324 -0.7475 0.3800 0.0109 -0.16
S -1.34613 2.03890 -0.28592 -0.0593 -1.5224 0.1804 0.86
S -1.63039 -1.20455 -0.96645 0.8944 1.8603 1.9649 0.77
H 2.53262 0.05271 -2.01049 -0.6079 -0.1843 -0.2997 0.09
H 0.81085 -0.61558 -1.86589 0.8699 -0.3809 0.2684 0.04
H 0.99666 1.06602 -1.97342 1.3761 -1.0819 1.3358 0.11
H 3.28184 -1.59692 -0.42668 -0.0386 0.8370 -0.4559 0.09
H 1.65661 -2.11948 -0.24762 0.4410 1.0436 0.9266 0.12
H 2.70715 -1.50807 1.07832 0.3432 -0.7797 3.4226 0.04
H 3.78009 1.29551 -0.17163 -0.8136 -0.4116 0.0325 0.11
H 2.97934 1.17601 1.35169 0.5810 -0.0311 2.3475 0.06
H 2.34896 2.15706 0.19249 -2.0682 3.6804 -0.7850 0.03
H -3.08113 1.35174 1.11639 -0.8985 1.6660 -1.5865 0.09
H -3.65643 1.23824 -0.56438 -0.4524 -1.4331 -1.4342 0.01
H -3.49791 2.78511 -0.07724 -1.6457 3.7035 0.4838 -0.02
H -2.75589 -3.02166 0.10662 0.4552 -0.7649 0.0619 0.00
H -3.87907 -1.68986 -0.12416 2.2607 -0.2800 0.9991 0.07
H -2.63369 -1.67991 1.31075 0.0911 -0.2207 -1.4907 0.06
```
Positions in Å, forces in eV/Å.

As for the orbital gap: 0.3277 Eh. The energy above the lowest of the compared OMol25 structures with the same formula, charge and spin comes out at 139.6 kcal per mole. The HOMO energy is -8.73 eV. The LUMO energy is 0.186 eV. Its total charge is 0.

# 2
Here is an isolated molecule of C8H15NS2 at a distorted geometry from the OMol25 dataset. Energies are from wB97M-V/def2-TZVPD.

XYZ file:
```
26
Properties=species:S:1:pos:R:3:forces:R:3:lowdin_charge:R:1
C -1.27044 1.27778 1.45472 -2.0451 1.6672 0.7070 -0.06
N 0.15264 1.65620 1.30241 -2.0523 -1.3143 -1.3282 -0.22
C 1.02701 2.36945 2.19013 -2.6198 0.1529 1.6432 -0.10
C 0.65567 1.23004 0.15853 -1.8045 -1.6044 -1.8647 -0.80
S 2.19529 1.44914 -0.23144 1.6525 0.5913 -0.8282 0.77
C -0.39936 0.37613 -0.94916 1.7017 2.6682 0.5652 -0.68
S -1.32243 1.23745 -1.95827 0.2126 0.0931 0.5413 0.79
C -0.14375 -1.07349 -1.11267 0.0038 -1.8004 2.2783 -0.70
C 0.05671 -1.65602 0.31672 3.2438 -0.1627 0.2539 -0.07
C 1.23189 -1.23653 -1.78257 0.0154 -1.9440 -1.2585 -0.07
C -1.30630 -1.78324 -1.74818 -0.7049 -2.0581 -0.7897 -0.11
H -1.67040 1.36280 2.49269 0.8713 0.1127 -0.4566 0.09
H -1.96150 2.02194 0.84932 1.4229 -1.6884 0.9293 0.11
H -1.48050 0.21454 1.17943 0.4077 1.1311 -0.0658 0.07
H 0.44306 2.53119 3.10292 0.2371 -0.1603 0.1180 0.10
H 1.87145 1.78014 2.38304 1.3402 -0.6092 0.3376 0.05
H 1.27293 3.34156 1.85179 0.5116 0.8463 -0.7836 0.08
H 0.36928 -2.76438 0.27279 0.0574 1.8336 -0.0860 0.11
H -0.65073 -1.65358 1.10541 -1.6288 0.3433 0.1403 0.05
H 0.87375 -0.92994 0.72328 -0.7657 -2.0855 -0.2624 0.10
H 1.79662 -2.27737 -1.74501 -1.7768 1.8619 0.0056 0.14
H 1.10767 -0.89108 -2.81053 0.2282 -0.3152 -0.2319 0.09
H 1.86595 -0.53524 -1.33146 1.0700 0.6128 0.4849 -0.05
H -1.07855 -2.93957 -1.80778 -0.4222 2.1641 0.3840 0.12
H -2.24472 -1.62617 -1.07428 1.4133 -0.2484 -1.6927 0.12
H -1.39124 -1.48173 -2.83184 -0.5694 -0.0875 1.2593 0.07
```
Positions in Å, forces in eV/Å.

As for the orbital gap: 0.2834 Eh. The energy above the lowest of the compared OMol25 structures with the same formula, charge and spin comes out at 9.5 kcal per mole. The HOMO energy is -8.00 eV. The SMILES is CN(C)C(=S)C(=S)C(C)(C)C. The LUMO energy is -0.288 eV. Its total charge is 0.

# 3
Here is an isolated molecule of C8H15OPS at a distorted geometry from the OMol25 dataset. Energies are from wB97M-V/def2-TZVPD.

XYZ file:
```
26
Properties=species:S:1:pos:R:3:forces:R:3:lowdin_charge:R:1
C -0.17875 -4.11509 0.19466 -3.4107 -1.3525 -0.6729 -0.08
C -0.21065 -2.91731 -0.34409 -0.6550 -0.5370 0.0705 -0.40
P 1.17771 -1.79315 -0.20910 -0.2993 0.2704 0.1853 0.78
O 0.41935 -0.65627 -1.13810 0.2503 -0.3549 -1.4411 -0.38
C 0.48514 0.65118 -0.71232 0.3308 2.9584 1.4574 -0.64
C -0.44842 1.59150 -1.53035 3.5832 -5.0662 -3.2674 0.02
C 1.92637 1.23446 -0.76815 -1.0611 -5.0140 1.1982 -0.02
C -0.05704 0.58567 0.75979 -1.3225 0.5027 -0.3806 -0.83
C -1.52578 0.18066 0.72703 -3.5682 0.3255 0.1545 -0.14
C 0.07866 1.91177 1.48678 -1.8685 -1.3654 3.3188 -0.10
S 0.76122 -0.72921 1.64208 1.4312 -0.6373 0.1600 0.70
H -1.09379 -4.83162 0.13569 1.7372 1.3776 0.0783 0.10
H 0.58360 -4.42438 0.80392 2.0708 -1.0021 1.2166 0.01
H -1.15374 -2.67527 -0.81269 0.1645 0.6449 -0.4379 0.07
H 0.15426 1.64399 -2.51889 -1.5651 0.3794 1.2341 0.13
H -0.69142 2.47712 -1.15482 -0.5046 3.7486 1.8178 0.04
H -1.30346 0.99329 -1.63894 -1.4058 -0.3299 -0.8621 0.05
H 2.37161 1.13363 -1.70395 0.4776 -0.7957 -1.9271 0.07
H 2.47521 0.56982 -0.05984 0.2917 1.2239 -0.2211 0.07
H 1.95142 2.22405 -0.63879 0.0940 3.7717 1.4633 0.04
H -1.82786 -0.68155 1.38239 0.6901 0.9447 -0.3432 0.07
H -1.93369 -0.14856 -0.26996 0.6936 0.4006 0.8349 0.08
H -2.22284 1.06343 1.06155 1.2267 -1.5164 -0.6834 0.11
H 0.00704 1.75737 2.63445 0.3444 -0.0328 -1.7018 0.12
H -0.73012 2.61975 1.37131 -0.2044 0.0819 -0.8483 0.08
H 0.98598 2.33475 1.30036 2.4791 1.3738 -0.4028 0.03
```
Positions in Å, forces in eV/Å.

As for the orbital gap: 0.3356 Eh. The energy above the lowest of the compared OMol25 structures with the same formula, charge and spin comes out at 4.1 kcal per mole. The HOMO energy is -8.37 eV. The SMILES is C=CP1OC(C)(C)C(C)(C)S1. The LUMO energy is 0.761 eV. Its total charge is 0.